Entry 1:
Computed, not measured: a gas-phase ion, C5H13NP (charge +1) in a non-equilibrium geometry, with ωB97M-V/def2-TZVPD.

Geometry (Å):
1 C -0.22 1.46 1.23
2 C -0.54 0.62 0.02
3 C -1.87 -1.53 -0.27
4 C -1.16 -0.52 0.52
5 C 0.83 0.16 -0.79
6 N 1.50 1.32 -1.05
7 P 1.90 -0.95 0.48
8 H -1.05 2.02 1.41
9 H 0.22 0.91 2.00
10 H -0.99 1.02 -0.77
11 H -1.41 -2.56 -0.28
12 H -2.94 -1.71 0.25
13 H -2.09 -1.17 -1.37
14 H -1.03 -0.83 1.53
15 H 0.41 -0.48 -1.56
16 H 1.50 1.70 -1.99
17 H 2.11 1.66 -0.29
18 H 0.42 2.33 1.15
19 H 1.35 -2.22 0.11
20 H 3.04 -1.23 -0.32

Computed properties:
Charge: +1
Frontier orbital gap, eV: 7.443
Energy above the lowest of the compared OMol25 structures with the same formula, charge and spin, kcal per mole: 79.9
Multiplicity: 1

Löwdin atomic charge list, values in e, 4 entries: C -0.056; C -0.334; C -0.041; C -0.040

---

Entry 2:
Computed, not measured: a single C3H4INO molecule in a non-equilibrium geometry, with ωB97M-V/def2-TZVPD.

Geometry (Å):
1 H 2.19 -0.10 0.98
2 N 1.49 -0.77 0.58
3 C 0.39 -0.29 0.08
4 C -0.11 1.11 0.20
5 C -0.46 -1.26 -0.81
6 O 0.01 -1.92 -1.67
7 I -2.50 -1.19 -0.26
8 H -1.11 1.23 -0.33
9 H -0.51 1.29 1.31
10 H 0.61 1.90 -0.07

Computed properties:
Frontier orbital gap, eV: 9.789
Energy above the lowest of the compared OMol25 structures with the same formula, charge and spin, kcal per mole: 13.9
Multiplicity: 1

Löwdin atomic charge list, values in e, 4 entries: H 0.078; N 0.142; C -0.450; C -0.119

---

Entry 3:
Computed, not measured: 40 unconnected molecules or ions with the total composition H80O40 in a non-equilibrium geometry, with ωB97M-V/def2-TZVPD.

Geometry (Å):
1 H 0.95 -1.71 -3.96
2 H 0.73 -0.33 -3.00
3 O 0.82 -0.73 -3.93
4 H 4.29 -1.80 1.13
5 H 4.68 -0.96 2.48
6 O 4.79 -1.25 1.63
7 H -1.60 4.90 2.88
8 H -2.34 3.86 3.78
9 O -1.74 3.95 3.04
10 H -0.61 -2.23 0.44
11 H 0.74 -3.13 0.07
12 O -0.08 -2.72 -0.17
13 H -4.70 -2.25 2.66
14 H -6.22 -2.47 2.13
15 O -5.50 -1.89 2.23
16 H -2.70 -2.58 -0.19
17 O -2.80 -1.86 -0.88
18 H -2.82 2.51 -4.33
19 O -1.86 2.87 -4.27
20 H -3.28 -4.00 1.63
21 H -1.98 -4.05 1.17
22 O -2.51 -4.60 1.79
23 H 5.06 -3.14 -0.80
24 H 5.54 -3.63 0.36
25 O 4.70 -3.28 0.08
26 H -1.17 -0.91 1.29
27 H -0.86 0.49 1.56
28 O -0.83 -0.21 0.79
29 H 3.76 2.12 -2.96
30 H 4.42 2.53 -4.37
31 O 4.45 2.68 -3.41
32 H -5.64 2.45 2.15
33 O -4.74 2.63 2.23
34 H -5.48 2.04 -1.70
35 H -4.73 1.36 -2.84
36 O -5.30 2.13 -2.68
37 H 5.76 2.88 2.73
38 H 5.88 2.63 1.21
39 O 5.46 3.20 1.90
40 H 2.55 -4.01 -1.79
41 H 3.52 -5.01 -2.32
42 O 3.27 -4.57 -1.52
43 H 3.53 2.49 1.84
44 H 3.84 4.01 1.13
45 O 3.27 3.32 1.44
46 H -4.50 3.61 -0.86
47 H -3.70 4.89 -0.48
48 O -4.44 4.32 -0.19
49 H -2.85 -0.71 -3.68
50 H -4.48 -1.18 -3.51
51 O -3.81 -0.45 -3.50
52 H -1.22 -6.30 -2.12
53 O -1.75 -6.03 -1.43
54 H 3.04 0.96 -0.28
55 H 4.06 -0.15 -0.95
56 O 3.37 0.46 -1.07
57 H 1.92 -1.93 -1.20
58 O 2.60 -1.73 -1.87
59 H 2.91 0.25 2.92
60 H 2.62 1.46 3.13
61 O 3.18 0.92 3.62
62 H -4.29 -1.21 -0.23
63 H -5.08 -0.55 0.80
64 O -5.12 -0.75 -0.16
65 H 5.68 0.64 -1.15
66 H 5.98 2.16 -1.26
67 O 5.49 1.48 -0.75
68 H -0.14 -3.94 -2.47
69 H 0.14 -2.61 -1.72
70 O 0.20 -3.08 -2.62
71 H 0.22 2.97 0.56
72 H -0.55 2.15 -0.54
73 O -0.37 2.23 0.39
74 H -1.93 1.22 -2.16
75 H -0.74 2.03 -2.56
76 O -0.98 1.11 -2.31
77 H -0.03 1.24 4.97
78 H 1.56 1.63 5.05
79 O 0.82 1.26 5.52
80 H -3.57 0.80 -1.54
81 H -2.53 1.47 -0.73
82 O -3.57 1.39 -0.74
83 H 1.14 -3.10 2.65
84 H 0.19 -1.83 2.42
85 O 0.45 -2.56 2.97
86 H 3.31 4.77 -1.35
87 H 3.84 4.71 -2.74
88 O 3.12 4.97 -2.23
89 H -3.41 0.45 1.77
90 O -3.17 0.66 2.66
91 H -1.60 1.31 3.01
92 H -0.64 2.55 3.16
93 O -0.67 1.59 3.24
94 H -2.66 -5.96 -1.26
95 H -2.79 -2.11 -1.77
96 H 2.54 -0.77 -2.19
97 H -1.19 2.40 -4.71
98 H -4.49 2.99 1.31
99 H -3.67 1.39 3.06
100 O 2.13 -4.09 1.00
101 H 2.94 -3.71 0.53
102 H 2.33 -4.93 1.32
103 O 0.94 4.33 1.11
104 H 0.69 4.83 1.88
105 H 1.73 3.87 1.39
106 O -4.13 -1.77 4.25
107 H -4.34 -0.85 4.15
108 H -4.97 -2.27 4.19
109 O 4.30 -1.93 -3.65
110 H 4.31 -1.23 -2.96
111 H 3.82 -2.63 -3.31
112 O 1.83 0.93 1.48
113 H 1.04 1.61 1.45
114 H 1.18 0.18 1.41
115 O 0.76 0.55 -6.09
116 H 0.69 0.27 -5.18
117 H 0.92 -0.15 -6.66
118 O -2.43 -2.00 2.45
119 H -2.22 -2.93 2.66
120 H -2.46 -1.32 3.06

Computed properties:
Frontier orbital gap, eV: 9.465
Energy above the lowest of the compared OMol25 structures with the same formula, charge and spin, kcal per mole: 294.6
Multiplicity: 1

Löwdin atomic charge list, values in e, 4 entries: H 0.063; H 0.077; O -0.095; H -0.063

---

Entry 4:
Computed, not measured: 2 unconnected molecules or ions with the total composition C11H14N2O in a non-equilibrium geometry, with ωB97M-V/def2-TZVPD.

Geometry (Å):
1 C 3.56 -2.30 0.30
2 C 2.17 -2.34 0.11
3 C 1.48 -1.25 0.80
4 C 0.12 -1.22 0.42
5 C -0.45 -2.34 -0.30
6 O -1.78 -2.40 -0.39
7 C 0.23 -3.52 -0.80
8 C 1.61 -3.37 -0.67
9 H 3.84 -1.27 0.06
10 H 4.34 -2.86 -0.39
11 H 3.96 -2.61 1.20
12 H 1.99 -0.67 1.57
13 H -0.55 -0.34 0.49
14 H -2.31 -3.06 -0.87
15 H -0.37 -4.26 -1.07
16 H 2.17 -4.26 -1.06
17 C -1.04 2.28 1.59
18 C -1.67 2.97 0.44
19 C -1.14 4.14 -0.31
20 N -1.99 4.26 -1.36
21 C -3.11 3.33 -1.23
22 N -2.80 2.54 -0.19
23 H 0.05 2.45 1.75
24 H -0.87 1.12 1.63
25 H -1.48 2.42 2.67
26 H -0.19 4.53 -0.02
27 H -1.95 4.81 -2.21
28 H -3.82 3.20 -2.15

Computed properties:
Frontier orbital gap, eV: 8.483
Energy above the lowest of the compared OMol25 structures with the same formula, charge and spin, kcal per mole: 118.7
Multiplicity: 1

Löwdin atomic charge list, values in e, 4 entries: C -0.130; C -0.326; C 0.006; C -0.004

---

Number 1: E_tot -594.0219 a.u.. Number 2: E_tot -544.3607 a.u.. Number 3: E_tot -3057.2878 a.u.. Number 4: E_tot -612.1616 a.u..